(1)
Computed, not measured: C10H34N14O12Zn2 as an isolated structure in a non-equilibrium geometry, with wB97M-V/def2-TZVPD.

Geometry as ORCA input:
```
! RIJCOSX wB97M-V def2-TZVPD def2/J DEFGRID3
* xyz 2 1
Zn -1.4728 -1.3554 -1.3014
Zn 2.5558 1.5468 1.2386
C 0.1286 0.2701 -0.2649
O -0.8010 0.6676 -0.9631
O 0.9553 1.0604 0.1672
O 0.0657 -0.9406 -0.0031
C 0.6977 3.0327 3.2690
O 1.7092 2.5015 2.7791
N 0.6585 4.0681 4.1318
N -0.5274 2.6447 3.0129
H 1.5121 4.5708 4.3285
H -0.1981 4.4685 4.4867
H -1.3224 3.0896 3.4489
H -0.5682 1.8095 2.4465
C -2.7437 -0.3202 -4.0832
O -2.4398 -0.6320 -2.9389
N -2.0078 0.5686 -4.7980
N -3.5269 -0.9490 -4.9169
H -1.1658 1.0113 -4.4586
H -2.4200 0.9753 -5.6255
H -3.9098 -1.8241 -4.5886
H -3.6978 -0.4657 -5.7871
C -3.4146 -0.2689 1.0089
O -2.9617 -1.0440 0.1740
N -3.0963 -0.3538 2.2726
N -4.4185 0.5513 0.9165
H -3.5781 0.1931 2.9718
H -2.5302 -1.1499 2.5291
H -4.7181 0.9775 1.7817
H -4.9662 0.4980 0.0696
C 4.0102 -0.6149 -0.5223
O 3.7613 0.4288 0.0799
N 3.3420 -1.7052 -0.6151
N 5.1002 -0.8088 -1.1783
H 2.3679 -1.7762 -0.3577
H 3.7571 -2.3551 -1.2673
H 5.9082 -0.2037 -1.2101
H 5.3155 -1.7620 -1.4335
C -0.9200 -2.3508 3.8202
O -0.7859 -1.2400 4.2955
N -0.9380 -2.6028 2.5768
N -1.0194 -3.4782 4.4528
H -1.1316 -3.5429 2.2625
H -0.8909 -1.7941 1.9735
H -1.4697 -4.2576 3.9946
H -0.7760 -3.6002 5.4254
C 0.9000 -1.6744 -3.3029
O -0.1744 -1.8361 -2.7740
N 1.6947 -2.6758 -3.5209
N 1.4459 -0.5800 -3.6801
H 2.5419 -2.4448 -4.0200
H 1.5045 -3.6017 -3.1652
H 1.0457 0.2971 -3.3789
H 2.3152 -0.6861 -4.1831
C 2.4046 -1.3458 2.9146
O 2.3537 -0.1860 2.4343
N 2.8619 -2.3862 2.3141
N 2.2176 -1.4768 4.1622
H 3.0519 -3.1614 2.9331
H 2.9364 -2.3510 1.3075
H 1.8803 -0.7033 4.7172
H 2.0865 -2.3931 4.5663
C -0.4497 3.5981 -2.9166
C -1.0839 3.9999 -1.5172
O -2.1860 3.1440 -1.0919
O 0.0222 2.1806 -2.9488
H 0.3291 4.2324 -3.3399
H -1.1830 3.5400 -3.7209
H -1.4512 5.0221 -1.6082
H -0.3370 3.9274 -0.7266
H -1.7320 2.3561 -0.7844
H -0.4231 1.6669 -2.2710
*
```

Output
Gap between HOMO and LUMO, eV: 8.705
M, u: 673.2
ΔE to the lowest compared entry with this formula, charge and spin, kcal per mole: 84.5
E_HOMO, eV: -13.545



(2)
Computed, not measured: one molecule with the formula CH4N2O in a non-equilibrium geometry, with wB97M-V/def2-TZVPD.

Geometry as ORCA input:
```
! RIJCOSX wB97M-V def2-TZVPD def2/J DEFGRID3
* xyz 0 1
C -0.0081 -0.9767 0.3805
N -0.2812 0.1414 -0.2298
N -1.4838 0.4706 -0.5074
O 1.3411 -1.1556 0.5764
H -0.8524 -1.5815 0.4805
H 0.6176 0.6286 -0.4568
H -1.6065 1.3936 -0.9304
H 1.8653 -1.3852 -0.2896
*
```

Output
Gap between HOMO and LUMO, eV: 7.939
M, u: 60.1
ΔE to the lowest compared entry with this formula, charge and spin, kcal per mole: 100.9
E_HOMO, eV: -7.412



(3)
Computed, not measured: a 2-piece molecular cluster, C4H15N2O overall in a non-equilibrium geometry, with wB97M-V/def2-TZVPD.

Geometry as ORCA input:
```
! RIJCOSX wB97M-V def2-TZVPD def2/J DEFGRID3
* xyz 1 1
N -0.5486 -2.1968 -0.7762
C 0.1434 -1.5051 0.3608
C 0.8212 -0.3248 -0.2522
N -0.0960 0.5671 -0.9381
C -0.5169 1.5752 0.1603
C 0.3420 1.2933 -2.0666
H 0.3054 -2.2524 -1.2808
H -0.9134 -3.0650 -0.4911
H -0.7911 -0.1350 -1.2930
H -0.6404 -1.0394 1.0979
H 0.8427 -2.1631 0.8341
H 1.3004 0.1666 0.5554
H 1.4904 -0.7243 -0.9943
H -1.0993 2.3835 -0.3852
H -1.1528 1.2466 0.9236
H 0.3468 1.9419 0.7282
H 1.3540 1.7389 -1.8429
H 0.7451 0.5922 -2.8011
H -0.3675 2.0156 -2.5158
H -0.0160 0.5968 3.7653
H -0.9595 -0.6536 3.9089
O -0.5898 -0.0583 3.3027
*
```

Output
Gap between HOMO and LUMO, eV: 11.577
M, u: 107.2
ΔE to the lowest compared entry with this formula, charge and spin, kcal per mole: 55.0
E_HOMO, eV: -14.126